1.
Here is a single C17H24N4O2S molecule from the OMol25 dataset. Energies are from ωB97M-V/def2-TZVPD.

Properties
Structure (SMILES): CCOc1ccc(OCCSc2nnnn2C2CCCCC2)cc1
Total charge: 0
Lowest unoccupied orbital energy (eV): 0.60
Kohn-Sham gap (eV): 8.52
DFT total energy (eV): -38908.109

Last column: Mulliken charge in e.
Positions of all 48 atoms, in Å:
C: -2.66 -3.22 -7.39  -1.424
C: -2.78 -2.73 -5.95  -0.256
O: -1.95 -1.59 -5.82  -0.379
C: -1.90 -0.95 -4.62  0.514
C: -1.08 0.17 -4.56  -0.440
C: -0.95 0.89 -3.39  -0.597
C: -1.65 0.51 -2.25  0.304
O: -1.46 1.30 -1.15  -0.264
C: -2.15 0.97 0.04  -0.604
C: -1.78 2.00 1.09  -0.994
S: -0.01 1.95 1.51  -0.154
C: 0.01 0.47 2.40  0.478
N: -1.00 -0.34 2.66  -0.137
N: -0.49 -1.33 3.38  -0.814
N: 0.75 -1.18 3.58  -0.311
N: 1.13 -0.05 2.97  0.885
C: 2.47 0.48 3.01  -0.103
C: 2.76 1.04 4.41  -0.788
C: 4.19 1.57 4.47  -0.624
C: 5.18 0.47 4.12  -0.645
C: 4.89 -0.08 2.73  -0.586
C: 3.47 -0.62 2.66  -0.882
C: -2.47 -0.61 -2.30  -0.433
C: -2.59 -1.34 -3.48  -0.377
H: -2.98 -2.45 -8.07  0.325
H: -1.62 -3.48 -7.61  0.325
H: -3.28 -4.10 -7.53  0.416
H: -2.45 -3.52 -5.25  0.356
H: -3.82 -2.47 -5.73  0.361
H: -0.54 0.46 -5.45  0.397
H: -0.32 1.76 -3.34  0.395
H: -3.24 1.01 -0.12  0.427
H: -1.88 -0.03 0.39  0.499
H: -1.95 3.01 0.72  0.443
H: -2.34 1.82 2.01  0.511
H: 2.51 1.29 2.27  0.071
H: 2.63 0.24 5.14  0.364
H: 2.05 1.83 4.64  0.307
H: 4.39 1.95 5.47  0.346
H: 4.29 2.40 3.77  0.324
H: 6.20 0.87 4.15  0.315
H: 5.11 -0.33 4.85  0.325
H: 5.60 -0.88 2.49  0.341
H: 5.02 0.71 1.99  0.322
H: 3.34 -1.45 3.36  0.374
H: 3.25 -1.00 1.65  0.362
H: -3.02 -0.94 -1.43  0.373
H: -3.23 -2.20 -3.48  0.357

2.
Here is a molecular structure, C17H24N6O2PdSSeSi from the OMol25 dataset. Energies are from ωB97M-V/def2-TZVPD.

Properties
Total charge: -2
Lowest unoccupied orbital energy (eV): 4.12
Kohn-Sham gap (eV): 4.47
DFT total energy (eV): -118596.289

Last column: Mulliken charge in e.
Positions of all 53 atoms, in Å:
Pd: -1.55 0.46 -0.75  0.187
C: 6.50 -2.52 1.25  -1.439
C: 5.17 -2.12 0.65  1.129
C: 4.94 -0.83 0.20  -0.701
C: 3.72 -0.47 -0.36  -0.199
C: 2.72 -1.41 -0.48  -0.275
C: 2.93 -2.71 -0.03  -0.559
C: 4.14 -3.06 0.53  -0.765
S: 1.14 -0.99 -1.22  1.345
O: 1.09 -1.77 -2.43  -0.847
O: 1.17 0.46 -1.35  -0.637
N: 0.06 -1.52 -0.23  -0.440
C: -0.29 -0.91 0.96  0.098
C: 0.43 0.13 1.59  0.198
C: 0.04 0.56 2.83  -0.608
C: -1.04 -0.05 3.47  -0.423
C: -1.65 -1.10 2.81  -0.453
N: -1.28 -1.56 1.62  -0.428
H: 7.09 -1.64 1.50  0.334
H: 7.08 -3.12 0.56  0.283
H: 6.36 -3.10 2.16  0.339
H: 5.73 -0.08 0.30  0.258
H: 3.53 0.54 -0.71  0.470
H: 2.12 -3.43 -0.11  0.429
H: 4.30 -4.07 0.89  0.321
H: 1.24 0.62 1.06  0.271
H: 0.57 1.38 3.31  0.346
H: -1.40 0.28 4.43  0.350
H: -2.48 -1.62 3.28  0.353
C: -3.19 4.73 -0.38  -1.287
Si: -2.23 3.07 -0.60  0.685
C: -0.59 3.48 0.27  -0.884
C: -1.94 3.05 -2.47  -1.110
Se: -3.51 1.50 0.34  -0.781
H: -2.64 5.58 -0.80  0.359
H: -3.38 4.91 0.68  0.260
H: -4.16 4.66 -0.88  0.249
H: -0.31 4.53 0.11  0.374
H: 0.22 2.84 -0.11  0.144
H: -0.69 3.30 1.34  0.138
H: -1.69 4.06 -2.83  0.290
H: -2.84 2.72 -2.98  0.293
H: -1.13 2.37 -2.75  0.320
N: -4.42 -1.81 -0.09  -0.639
C: -3.74 -1.84 -1.29  0.653
N: -2.54 -2.45 -1.28  -0.458
N: -4.34 -1.36 -2.35  -0.695
C: -3.57 -1.20 -3.41  0.649
N: -2.92 -1.08 -4.37  -0.656
H: -3.77 -1.69 0.68  0.314
H: -5.06 -1.03 -0.10  0.300
H: -2.01 -2.41 -0.41  0.271
H: -1.95 -2.28 -2.09  0.271

> Among the records above, which one has the highest lowest unoccupied orbital energy?

C17H24N6O2PdSSeSi

> Among the records above, which one has the lowest DFT total energy?

C17H24N6O2PdSSeSi

Copy entry 1 word for word.
Here is a single C17H24N4O2S molecule from the OMol25 dataset. Energies are from ωB97M-V/def2-TZVPD.

Properties
Structure (SMILES): CCOc1ccc(OCCSc2nnnn2C2CCCCC2)cc1
Total charge: 0
Lowest unoccupied orbital energy (eV): 0.60
Kohn-Sham gap (eV): 8.52
DFT total energy (eV): -38908.109

Last column: Mulliken charge in e.
Positions of all 48 atoms, in Å:
C: -2.66 -3.22 -7.39  -1.424
C: -2.78 -2.73 -5.95  -0.256
O: -1.95 -1.59 -5.82  -0.379
C: -1.90 -0.95 -4.62  0.514
C: -1.08 0.17 -4.56  -0.440
C: -0.95 0.89 -3.39  -0.597
C: -1.65 0.51 -2.25  0.304
O: -1.46 1.30 -1.15  -0.264
C: -2.15 0.97 0.04  -0.604
C: -1.78 2.00 1.09  -0.994
S: -0.01 1.95 1.51  -0.154
C: 0.01 0.47 2.40  0.478
N: -1.00 -0.34 2.66  -0.137
N: -0.49 -1.33 3.38  -0.814
N: 0.75 -1.18 3.58  -0.311
N: 1.13 -0.05 2.97  0.885
C: 2.47 0.48 3.01  -0.103
C: 2.76 1.04 4.41  -0.788
C: 4.19 1.57 4.47  -0.624
C: 5.18 0.47 4.12  -0.645
C: 4.89 -0.08 2.73  -0.586
C: 3.47 -0.62 2.66  -0.882
C: -2.47 -0.61 -2.30  -0.433
C: -2.59 -1.34 -3.48  -0.377
H: -2.98 -2.45 -8.07  0.325
H: -1.62 -3.48 -7.61  0.325
H: -3.28 -4.10 -7.53  0.416
H: -2.45 -3.52 -5.25  0.356
H: -3.82 -2.47 -5.73  0.361
H: -0.54 0.46 -5.45  0.397
H: -0.32 1.76 -3.34  0.395
H: -3.24 1.01 -0.12  0.427
H: -1.88 -0.03 0.39  0.499
H: -1.95 3.01 0.72  0.443
H: -2.34 1.82 2.01  0.511
H: 2.51 1.29 2.27  0.071
H: 2.63 0.24 5.14  0.364
H: 2.05 1.83 4.64  0.307
H: 4.39 1.95 5.47  0.346
H: 4.29 2.40 3.77  0.324
H: 6.20 0.87 4.15  0.315
H: 5.11 -0.33 4.85  0.325
H: 5.60 -0.88 2.49  0.341
H: 5.02 0.71 1.99  0.322
H: 3.34 -1.45 3.36  0.374
H: 3.25 -1.00 1.65  0.362
H: -3.02 -0.94 -1.43  0.373
H: -3.23 -2.20 -3.48  0.357

> Look up the total charge of the first one.

0